Run w
Molecular formula: C4H6N2O
Method: DFT, ωB97M-V/def2-TZVPD

Summary:
- charge = 0
- lowest unoccupied orbital energy (alpha / beta) (eV) = -2.2096 / -3.2642
- Kohn-Sham gap (alpha / beta) (eV) = 5.7264 / 3.5978
- HOMO (alpha / beta) (Ha) = -0.2916 / -0.2522

The geometry in XYZ format:
```
13
C4H6N2O (ωB97M-V/def2-TZVPD)
N 0.7559 2.8197 -1.1311
H 1.1285 -0.9866 -1.4362
H -2.5467 0.9484 -0.1587
C -1.7999 0.5330 0.4459
C 0.9181 1.8097 -0.5782
O -1.2852 -0.6662 0.0367
N 1.0979 0.7744 0.0590
C -0.0689 -1.2281 0.3992
H 0.0520 -1.2440 1.5495
H -0.0886 -2.2703 0.0020
H -1.2343 1.1289 1.0734
C 1.0532 -0.5823 -0.3320
H 2.0180 -1.0366 0.0706
```

Run x
Molecular formula: C4H6N2O
Method: DFT, ωB97M-V/def2-TZVPD

Summary:
- charge = 0
- lowest unoccupied orbital energy (eV) = 1.0981
- Kohn-Sham gap (eV) = 9.8311
- HOMO (Ha) = -0.3209

The geometry in XYZ format:
```
13
C4H6N2O (ωB97M-V/def2-TZVPD)
C -0.0235 0.1958 0.3434
C 0.8250 -0.8796 2.1298
O -0.3545 -0.3920 1.4820
H -1.3663 1.6016 -2.2548
H 1.5312 0.3962 -2.0121
C -0.8270 0.8402 -1.7075
C 0.4584 0.3505 -2.0992
H -2.0431 0.5936 0.0053
N -0.4780 -0.4183 -2.4433
H 1.2582 -0.0729 2.7176
H 1.5507 -1.1896 1.3779
H 0.5523 -1.7181 2.7673
N -1.0835 0.6926 -0.3065
```

Run y
Molecular formula: C4H6N2O
Method: DFT, ωB97M-V/def2-TZVPD

Summary:
- charge = 0
- lowest unoccupied orbital energy (eV) = 0.6212
- Kohn-Sham gap (eV) = 9.1146
- HOMO (Ha) = -0.3121

The geometry in XYZ format:
```
13
C4H6N2O (ωB97M-V/def2-TZVPD)
H 1.9619 0.5787 -2.0122
C -1.0736 -1.2068 -0.3244
H -0.4701 -1.4119 2.8324
C -0.1164 -0.2411 -0.0711
H -1.5194 -1.4979 -1.3189
H 0.1270 1.5485 -2.0913
C 0.6299 1.4687 -1.1377
N -1.4452 -1.7886 0.8419
H 0.2726 2.1695 -0.3764
O 1.9531 1.3286 -1.3815
C -0.7793 -1.1830 1.8247
H 0.4341 0.4576 1.9203
N 0.0253 -0.2223 1.2943
```

Run z
Molecular formula: C4H6N2O
Method: DFT, ωB97M-V/def2-TZVPD

Summary:
- charge = 0
- lowest unoccupied orbital energy (eV) = 0.6510
- structure (SMILES) = N[C@@H]1NC=CC1=O
- Kohn-Sham gap (eV) = 9.2692
- HOMO (Ha) = -0.3167

The geometry in XYZ format:
```
13
C4H6N2O (ωB97M-V/def2-TZVPD)
O 0.6717 -2.1164 0.5894
H -2.5147 1.0040 0.0240
C 0.6370 0.1025 -0.4136
H 1.8945 0.7419 1.0430
H -2.1660 -1.5339 0.7569
H 2.6305 -0.0391 -0.1868
H -0.3955 1.9567 -0.8058
C -1.4075 -0.8545 0.3955
C 0.0173 -1.1375 0.2826
C -1.5842 0.4443 0.0341
N -0.4302 1.0769 -0.3178
H 0.7574 -0.2357 -1.4549
N 1.8995 0.6296 0.0329
```

Energy ordering: run z at the bottom, the next structure 64.5 kcal/mol above.

Run w
Molecular formula: C4H6N2O
Method: DFT, ωB97M-V/def2-TZVPD

Summary:
- charge = 0
- lowest unoccupied orbital energy (eV) = 0.7966
- structure (SMILES) = [H]/N=c1\cc(C)[nH]o1
- Kohn-Sham gap (eV) = 10.5117
- HOMO (Ha) = -0.3570

The geometry in XYZ format:
```
13
C4H6N2O (ωB97M-V/def2-TZVPD)
H -1.7490 -1.6898 1.4122
H -0.7824 0.9401 1.1045
C 0.3893 0.2467 -0.3488
N -1.1429 -1.1161 1.9927
C 0.4203 0.9339 -1.6659
O 0.7096 0.1526 1.8898
C 0.3433 -1.0434 -0.0163
H -0.3962 1.6629 -1.7190
H 0.3527 -1.9209 -0.6472
H 1.3576 1.4802 -1.8125
N 0.2355 1.0626 0.8640
H 0.2942 0.2109 -2.4759
C -0.0319 -0.9197 1.4224
```

Run x
Molecular formula: C4H6N2O
Method: DFT, ωB97M-V/def2-TZVPD

Summary:
- charge = 0
- lowest unoccupied orbital energy (eV) = 0.7164
- Kohn-Sham gap (eV) = 8.5195
- HOMO (Ha) = -0.2868

The geometry in XYZ format:
```
13
C4H6N2O (ωB97M-V/def2-TZVPD)
C 0.4813 0.8399 0.0857
H 0.8170 2.6979 0.8036
H -0.6769 -1.7833 -1.5619
C -0.8084 -0.9070 0.4782
H 1.8262 2.2457 -0.4342
H -1.9737 -2.3762 0.7809
C 0.4179 0.0980 -1.0979
O -1.8811 -1.4737 1.1102
C -0.3935 -1.0088 -0.8595
N -0.2772 0.2947 1.0653
H 0.9486 0.3233 -2.0166
H 0.2040 -0.8766 1.2682
N 1.3160 1.9262 0.3780
```

Energy ordering: run x at the bottom, the next structure 25.9 kcal/mol above.

Run w
Molecular formula: C4H6N2O
Method: DFT, ωB97M-V/def2-TZVPD

Summary:
- charge = 0
- lowest unoccupied orbital energy (eV) = 0.9203
- structure (SMILES) = Nc1cc[nH]c1O
- Kohn-Sham gap (eV) = 8.2913
- HOMO (Ha) = -0.2709

The geometry in XYZ format:
```
13
C4H6N2O (ωB97M-V/def2-TZVPD)
N 0.2303 0.8220 1.3775
H -0.2871 -1.6659 -2.0298
H 0.0895 -0.1522 -2.4850
H 0.6481 1.4556 2.0377
N 0.2704 -0.8586 -1.7804
H 2.1062 0.6690 -1.1113
H -1.5583 0.2541 2.4184
C 0.7736 0.4966 0.1738
C -1.1704 -0.5988 0.3896
C -0.0555 -0.3754 -0.4787
O 1.9365 1.0561 -0.2393
H -2.0200 -1.2444 0.2034
C -0.9633 0.1420 1.5241
```

Run x
Molecular formula: C4H6N2O
Method: DFT, ωB97M-V/def2-TZVPD

Summary:
- charge = 0
- lowest unoccupied orbital energy (eV) = 0.4268
- structure (SMILES) = c1cnccn1.O
- Kohn-Sham gap (eV) = 9.9943
- HOMO (Ha) = -0.3516

The geometry in XYZ format:
```
13
C4H6N2O (ωB97M-V/def2-TZVPD)
N -2.0187 1.6070 1.1216
H -1.2794 3.0604 -0.2518
H -2.6090 -0.0037 2.3050
C -0.2497 1.2723 -0.4377
H 0.5902 3.0912 -5.3268
C -1.8311 0.3344 1.6078
N 0.0000 0.0000 0.0000
C -1.2375 2.0305 0.1267
O 1.3984 2.8698 -4.8110
H 2.0153 2.4805 -5.4715
C -0.7461 -0.4421 1.0521
H 0.3109 1.6372 -1.3085
H -0.5526 -1.3947 1.5625
```

Energy ordering: run w at the bottom, the next structure 13.4 kcal/mol above.